[1]
187
Properties=species:S:1:pos:R:3 method="wB97M-V/def2-TZVPD" charge=-1 homo_lumo_gap_ha=0.3356 homo_ev=-7.315
B 1.36 -7.90 -18.18
F 0.03 -8.14 -18.53
F 2.07 -7.31 -19.26
F 1.36 -7.12 -16.99
F 1.97 -9.09 -17.83
O 2.93 -4.89 -20.24
H 2.51 -5.68 -19.92
H 3.79 -4.88 -19.82
O 3.66 -2.59 -17.28
H 3.09 -3.35 -17.40
H 3.07 -1.84 -17.36
O 3.65 -9.04 -20.80
H 3.44 -8.21 -21.22
H 3.32 -8.96 -19.91
O -1.50 -8.05 -23.34
H -2.29 -7.62 -23.00
H -0.91 -8.08 -22.59
O -0.16 -7.96 -21.17
H -0.19 -8.16 -20.23
H 0.77 -7.90 -21.37
O 4.03 -6.27 -13.19
H 3.59 -6.93 -13.74
H 4.26 -5.57 -13.80
C 4.78 -11.53 -22.76
C 4.78 -11.34 -24.31
O 3.93 -12.31 -24.94
O 3.60 -11.33 -22.03
H 5.52 -10.83 -22.39
H 5.19 -12.52 -22.57
H 5.83 -11.45 -24.59
H 4.63 -10.27 -24.48
H 4.17 -13.20 -24.67
H 3.63 -10.47 -21.62
C 1.15 -9.05 -14.36
C 2.68 -9.27 -14.65
O 3.24 -8.11 -15.20
O 0.94 -8.70 -13.03
H 0.54 -9.92 -14.60
H 0.73 -8.24 -14.96
H 2.91 -10.12 -15.29
H 3.19 -9.48 -13.71
H 2.72 -8.06 -16.01
H 1.37 -7.85 -12.92
C -2.17 -6.70 -16.14
C -2.50 -8.13 -16.57
O -3.87 -8.40 -16.56
O -2.50 -6.48 -14.84
H -2.84 -6.03 -16.68
H -1.11 -6.50 -16.28
H -1.98 -8.80 -15.89
H -2.16 -8.29 -17.60
H -4.04 -8.59 -15.63
H -2.77 -5.57 -14.74
C 6.47 -5.76 -16.93
C 5.56 -6.32 -18.02
O 5.22 -5.28 -18.95
O 7.74 -5.28 -17.34
H 6.62 -6.56 -16.21
H 5.93 -4.91 -16.52
H 4.58 -6.70 -17.74
H 6.12 -7.05 -18.61
H 6.02 -5.00 -19.40
H 7.67 -4.38 -17.67
C -1.43 -13.75 -13.18
C -1.17 -13.31 -14.62
O -0.07 -12.43 -14.62
O -0.38 -14.50 -12.60
H -2.34 -14.34 -13.29
H -1.80 -12.96 -12.53
H -2.05 -12.79 -14.98
H -0.89 -14.14 -15.27
H 0.18 -12.34 -15.55
H 0.26 -13.85 -12.30
C 1.80 -4.97 -23.77
C 2.11 -6.51 -23.53
O 2.74 -6.69 -22.31
O 2.98 -4.21 -23.88
H 1.21 -4.56 -22.95
H 1.17 -4.70 -24.62
H 2.78 -6.90 -24.30
H 1.29 -7.22 -23.63
H 2.93 -5.80 -22.01
H 3.54 -4.60 -24.56
C -3.70 -5.25 -19.99
C -3.39 -6.68 -20.51
O -4.54 -7.58 -20.68
O -4.40 -5.36 -18.74
H -4.44 -4.92 -20.71
H -2.80 -4.64 -20.06
H -2.88 -7.14 -19.66
H -2.70 -6.75 -21.35
H -4.93 -7.65 -19.81
H -4.64 -4.44 -18.61
C 0.69 -4.04 -17.05
C -0.07 -4.33 -18.37
O 0.58 -3.54 -19.33
O 2.00 -4.63 -17.08
H 0.10 -4.45 -16.23
H 0.61 -2.97 -16.87
H -1.11 -4.02 -18.29
H 0.08 -5.39 -18.54
H 1.46 -3.89 -19.53
H 1.88 -5.58 -17.05
C 3.89 -15.08 -13.38
C 4.45 -13.67 -13.50
C 3.46 -12.72 -14.23
O 4.59 -13.13 -12.19
H 2.90 -15.14 -12.94
H 4.52 -15.74 -12.77
H 3.86 -15.68 -14.28
H 5.41 -13.58 -14.00
H 3.92 -11.76 -14.48
H 2.49 -12.60 -13.74
H 3.15 -13.22 -15.15
H 3.72 -13.11 -11.77
C 0.77 -13.38 -18.63
C 1.77 -12.91 -17.66
C 3.09 -12.55 -18.39
O 1.29 -11.78 -16.96
H 0.83 -12.79 -19.55
H -0.27 -13.47 -18.31
H 1.07 -14.35 -19.03
H 1.94 -13.68 -16.90
H 3.86 -12.11 -17.76
H 2.90 -11.87 -19.21
H 3.56 -13.37 -18.93
H 1.59 -11.01 -17.47
C -2.69 -11.61 -17.65
C -2.98 -11.53 -19.19
C -2.08 -10.49 -19.80
O -2.64 -12.74 -19.83
H -1.61 -11.68 -17.50
H -3.28 -12.38 -17.15
H -2.95 -10.75 -17.03
H -4.00 -11.16 -19.29
H -2.02 -9.57 -19.22
H -2.35 -10.25 -20.83
H -1.06 -10.84 -19.73
H -2.14 -12.55 -20.63
C 5.91 -2.43 -14.35
C 4.60 -3.00 -13.93
C 3.47 -1.89 -13.97
O 4.19 -3.97 -14.89
H 6.67 -2.83 -13.68
H 5.96 -1.35 -14.25
H 6.24 -2.69 -15.36
H 4.61 -3.59 -13.02
H 3.78 -1.00 -13.43
H 2.48 -2.22 -13.67
H 3.37 -1.49 -14.98
H 3.88 -3.52 -15.68
C 0.81 -5.06 -13.68
C 1.08 -4.97 -12.15
C -0.20 -5.04 -11.33
O 1.72 -6.15 -11.82
H 0.35 -4.16 -14.09
H 0.12 -5.87 -13.93
H 1.73 -5.16 -14.25
H 1.74 -4.14 -11.93
H -0.01 -5.05 -10.25
H -0.85 -5.90 -11.50
H -0.84 -4.16 -11.35
H 2.52 -6.20 -12.35
C 8.76 -9.35 -19.13
C 7.88 -10.47 -18.62
C 6.53 -10.56 -19.41
O 8.64 -11.64 -18.72
H 9.10 -9.63 -20.13
H 9.68 -9.20 -18.55
H 8.19 -8.43 -19.23
H 7.60 -10.30 -17.58
H 5.82 -11.30 -19.06
H 6.68 -10.82 -20.46
H 6.02 -9.59 -19.40
H 8.80 -11.81 -19.65
C 7.98 -2.89 -22.07
C 6.80 -3.68 -21.39
C 6.29 -4.65 -22.43
O 7.24 -4.31 -20.26
H 8.85 -3.54 -22.16
H 8.32 -2.09 -21.41
H 7.70 -2.38 -22.99
H 5.96 -3.03 -21.14
H 5.90 -4.07 -23.27
H 5.46 -5.19 -21.98
H 7.13 -5.30 -22.70
H 8.05 -4.70 -20.59


[2]
73
Properties=species:S:1:pos:R:3 method="wB97M-V/def2-TZVPD" relative_energy_ev=0.0000 spin_multiplicity=2 homo_lumo_gap_ha="0.2459 / 0.2536" s_squared=0.76 homo_ev="-8.135 / -8.417"
Ti -0.10 0.72 0.28
Cl -3.17 2.44 1.97
C -2.55 0.96 2.64
C -1.49 0.33 2.03
C -1.00 -0.78 2.69
Cl 0.43 -1.52 1.97
C -1.53 -1.31 3.86
Cl -0.85 -2.71 4.59
C -2.63 -0.67 4.42
Cl -3.34 -1.28 5.86
C -3.14 0.48 3.81
Cl -4.48 1.29 4.53
C 5.83 -1.46 4.93
C 4.94 -0.60 4.07
C 4.43 -1.07 2.87
C 3.59 -0.28 2.10
C 3.27 0.99 2.53
C 3.78 1.49 3.72
C 4.61 0.69 4.48
S 2.19 2.01 1.57
O 0.82 1.89 2.10
O 2.76 3.33 1.52
N 1.95 1.31 0.17
C 2.80 1.30 -0.93
C 4.13 1.64 -0.98
C 4.82 1.57 -2.21
C 4.20 1.16 -3.36
C 2.83 0.81 -3.33
C 2.08 0.41 -4.46
C 0.76 0.11 -4.31
C 0.16 0.19 -3.04
N 0.82 0.55 -1.96
C 2.14 0.87 -2.11
H 6.18 -2.34 4.39
H 5.28 -1.81 5.81
H 6.70 -0.90 5.28
H 4.69 -2.07 2.53
H 3.20 -0.66 1.16
H 3.54 2.50 4.03
H 5.01 1.08 5.41
H 4.64 1.99 -0.09
H 5.86 1.84 -2.24
H 4.74 1.11 -4.30
H 2.57 0.35 -5.43
H 0.15 -0.20 -5.15
H -0.88 -0.07 -2.89
N -5.72 -6.96 -3.40
C -5.09 -6.08 -3.00
C -4.30 -4.99 -2.50
C -4.18 -3.82 -3.25
C -3.41 -2.78 -2.77
C -2.75 -2.88 -1.54
C -2.88 -4.06 -0.80
C -3.64 -5.11 -1.27
C -1.96 -1.80 -1.04
C -1.29 -0.87 -0.62
H -4.69 -3.74 -4.20
H -3.32 -1.86 -3.34
H -2.37 -4.14 0.15
H -3.74 -6.02 -0.70
Se -0.18 3.92 -0.64
N -1.08 2.37 -0.63
C -2.27 2.57 -1.19
C -3.29 1.59 -1.37
C -4.44 1.98 -1.98
C -4.66 3.32 -2.44
C -3.71 4.28 -2.28
C -2.48 3.93 -1.65
N -1.49 4.77 -1.44
H -3.13 0.59 -1.01
H -5.24 1.26 -2.11
H -5.60 3.56 -2.91
H -3.85 5.30 -2.61


no.,M (g mol⁻¹),total energy (hartree),largest force on an atom (eV/A)
1,1112.11,-4085.7616,3.994
2,903.77,-7796.8858,0.823